(1)
Formula: C18H30BrCaClIN3NaO12
Source: the OMol25 dataset
Level of theory: ωB97M-V/def2-TZVPD

Each line ends with the Löwdin charge.
Geometry (Å):
I1 0.99557 1.92842 0.49950  0.766
Br1 2.01042 -1.93217 4.59991  0.179
Ca1 -1.53107 0.14943 -1.31592  1.023
Cl1 6.57558 1.84288 -3.56466  0.682
Na1 8.79770 0.25616 -1.47472  0.811
O1 2.15491 -0.38822 1.86232  0.001
O2 7.10564 0.86640 -2.60646  -0.472
O3 -0.94671 -8.26868 0.92218  0.015
O4 5.14138 1.81687 -3.46950  -0.357
O5 6.99911 1.47562 -4.88457  -0.329
O6 -2.47837 -7.78049 -0.46360  -0.039
O7 7.07790 3.14469 -3.22127  -0.339
O8 -3.27495 -0.55280 1.63546  -0.152
O9 5.03766 -3.07434 4.27737  -0.174
O10 -1.91710 -4.04424 -0.04888  -0.126
O11 -0.70207 0.36179 -3.73456  -0.138
O12 -0.84018 -9.15182 -1.11963  -0.001
N1 -1.45423 4.23210 -0.67659  0.126
N2 1.21526 1.47250 -3.42553  0.030
N3 -1.03054 -1.39662 1.28054  -0.176
C1 2.41823 2.21082 -3.78313  -0.047
C2 0.39098 1.19370 -5.70513  0.004
C3 -0.02712 -1.65239 0.08139  -0.196
C4 1.09685 0.05914 1.69658  -0.768
C5 -2.18974 -0.62153 0.77900  -0.455
C6 -2.16210 -5.07269 1.13188  -0.003
C7 0.25948 0.98012 -4.22445  -0.529
C8 -2.34773 5.70068 2.35909  -0.262
C9 -1.39149 -8.43695 -0.26226  -0.984
C10 -0.27344 -0.50738 2.26507  -0.126
C11 -2.44490 -3.47856 1.12911  -0.273
C12 -4.40426 0.04488 0.95990  -0.076
C13 -2.12974 4.80594 0.05236  -0.240
C14 -2.15574 4.37717 3.09164  -0.107
C15 -2.99267 5.53395 0.98067  -0.191
C16 0.44144 -2.09117 -0.98018  0.139
C17 4.62826 -1.98227 3.75374  -0.543
C18 -1.40006 -2.64870 2.02126  -0.033
H1 -1.46318 3.72224 2.55769  0.049
H2 -0.45646 0.73627 -6.20993  0.087
H3 -0.01563 -1.14034 3.14849  0.025
H4 5.04997 -1.70460 2.75100  0.074
H5 -4.46746 -0.27143 -0.10342  0.064
H6 -3.28226 -5.18890 1.39636  0.084
H7 4.75867 -1.04703 4.33836  0.055
H8 -0.56015 -3.33964 2.18665  0.151
H9 -0.91377 0.30522 2.65614  0.129
H10 -1.80742 0.49016 0.63743  0.039
H11 2.38735 3.18208 -3.28725  0.097
H12 -1.96078 -2.39138 2.93451  0.146
H13 0.69742 -2.47679 -1.96816  0.069
H14 3.43857 -1.91308 3.48859  -0.137
H15 -1.38348 6.20516 2.26474  0.113
H16 0.39630 2.26033 -5.93099  0.091
H17 -5.33013 -0.22785 1.49390  0.102
H18 -1.74494 4.55304 4.08646  0.075
H19 -3.10665 3.85162 3.20748  0.074
H20 -4.25362 1.14633 0.99956  0.084
H21 -2.27038 -5.83351 0.28608  0.131
H22 -3.51083 -3.14825 1.13666  0.140
H23 -2.98689 6.34725 2.96500  0.107
H24 -3.20544 6.52048 0.56278  0.117
H25 -3.95138 5.01872 1.07483  0.119
H26 -2.44200 -1.03626 -0.27201  0.000
H27 2.50946 2.35631 -4.85472  0.086
H28 3.27416 1.65548 -3.42014  0.049
H29 1.30644 0.72863 -6.07158  0.094
H30 1.05475 1.28989 -2.44416  0.043

Results
calculated total energy: -5941.85348 Ha
charge: -1
Kohn-Sham gap: 1.4365 eV
LUMO energy: -0.4 eV

=====

(2)
Formula: C18H30Ca2F10N5O35S10
Source: the OMol25 dataset
Level of theory: ωB97M-V/def2-TZVPD

Each line ends with the Löwdin charge.
Geometry (Å):
Ca1 -5.11039 11.75968 19.75091  1.538
Ca2 -9.79158 9.41372 17.47475  1.609
S1 -8.29436 10.73775 14.33262  0.606
S2 -3.60685 14.96629 20.07423  0.610
S3 -10.64331 6.70703 19.64292  0.588
S4 -2.35203 13.81749 18.55604  0.504
S5 -6.80564 16.18168 17.11951  0.614
S6 -4.84323 9.45967 17.35951  0.468
S7 -9.99018 5.98766 17.46064  0.546
S8 -8.58728 8.56214 14.00871  0.453
S9 -6.26982 13.94078 16.71852  0.473
S10 -6.31293 8.54351 18.86708  0.627
F1 -10.50938 6.36338 15.96063  -0.209
F2 -9.72948 7.64486 13.30619  -0.204
F3 -1.98826 12.26480 18.15272  -0.235
F4 -5.04068 14.74174 20.72554  -0.215
F5 -3.97870 10.83620 17.32711  -0.213
F6 -9.08494 12.10296 13.96137  -0.188
F7 -5.24558 13.08067 15.82252  -0.141
F8 -5.89414 17.46767 17.00917  -0.139
F9 -6.69693 8.70201 20.40774  -0.171
F10 -10.12905 8.07295 20.28809  -0.222
O1 -6.65738 2.63188 18.68795  0.099
O2 0.60197 5.60521 18.64250  0.156
O3 -2.68497 12.11777 12.76008  -0.015
O4 -5.98335 3.96349 20.33904  0.127
O5 -5.70028 9.62927 16.20619  -0.207
O6 -8.57462 10.71456 15.79894  -0.467
O7 -3.05111 11.27974 14.75539  -0.047
O8 -8.51672 5.63347 17.29474  -0.286
O9 1.21035 5.99035 20.65296  0.068
O10 -2.09158 4.56658 14.70554  0.120
O11 -3.73402 8.51357 17.23518  -0.222
O12 -2.63759 13.56514 14.56831  0.103
O13 -5.93153 13.26947 17.95537  -0.317
O14 -10.95726 4.87290 17.67450  -0.260
O15 -4.28237 3.86063 14.47624  0.061
O16 -7.65256 8.89262 18.36849  -0.411
O17 1.94372 4.14413 19.46856  0.138
O18 -7.94302 16.51618 16.28201  -0.176
O19 -2.52082 14.39909 17.18142  -0.259
O20 -3.68457 10.72935 21.30847  -0.004
O21 -6.90274 10.90868 13.91530  -0.235
O22 -3.82365 5.43467 15.89137  0.043
O23 -9.81816 5.70005 20.29695  -0.241
O24 -8.88707 8.27574 15.39338  -0.398
O25 -12.03331 6.69497 19.95765  -0.223
O26 -7.50481 13.60352 16.11107  -0.134
O27 -3.89708 16.06022 19.15906  -0.241
O28 -3.43226 8.55664 22.13068  0.008
O29 -6.90324 16.05052 18.57764  -0.208
O30 -5.74174 7.20569 18.68148  -0.174
O31 -7.37816 2.42353 20.88981  0.070
O32 -1.13820 14.19864 19.27017  -0.241
O33 -7.37214 8.04785 13.37788  -0.231
O34 -1.68355 9.68951 21.39379  0.013
O35 -2.86040 15.13481 21.33667  -0.251
N1 -3.56361 13.31651 19.41784  -0.426
N2 -9.26481 9.77106 13.36617  -0.189
N3 -10.20412 7.36748 18.10229  -0.494
N4 -5.40804 9.90560 18.68380  -0.459
N5 -5.57840 15.25657 16.36364  0.034
C1 -3.29726 4.65660 14.91989  -0.520
C2 -6.04677 4.05919 21.73633  -0.302
C3 -6.90400 2.88216 22.14315  -0.077
C4 -1.05496 10.75607 20.67915  -0.026
C5 -1.32216 7.17698 18.48995  -0.008
C6 -6.71838 3.01517 19.88288  -0.547
C7 -6.52454 5.37516 22.32603  0.000
C8 -5.18892 5.23376 16.03788  -0.128
C9 0.40338 7.11342 20.35235  -0.108
C10 -3.28533 10.01178 14.18248  -0.060
C11 -5.39223 3.88151 15.34355  -0.098
C12 1.29286 5.16560 19.55795  -0.632
C13 -2.34826 12.97697 11.65887  -0.184
C14 -4.57479 8.56030 22.98026  -0.044
C15 -3.04511 9.73366 21.49602  -0.486
C16 0.14472 6.92713 18.85868  -0.265
C17 -2.81688 12.46508 14.05144  -0.491
C18 -2.02256 12.08741 10.43486  -0.051
H1 -2.93152 11.56154 10.14265  0.075
H2 -5.47810 8.52969 22.37102  0.067
H3 -3.30991 9.25713 14.96861  0.069
H4 -0.48274 7.02500 20.98091  0.126
H5 -5.60321 5.35551 17.03870  0.109
H6 -1.73741 12.73472 9.60553  0.075
H7 -5.71118 6.03232 22.63373  0.054
H8 0.82345 8.11004 20.48798  0.126
H9 -4.63399 9.43940 23.62196  0.106
H10 0.83691 7.52821 18.26904  0.161
H11 -2.04608 6.57875 19.04326  0.095
H12 -4.66677 7.67947 23.61570  0.095
H13 0.00998 10.68471 20.90029  0.107
H14 -6.24760 3.77200 14.67689  0.135
H15 -2.39129 9.84082 13.58283  0.098
H16 -3.30704 13.48177 11.54047  0.123
H17 -5.06510 3.84914 22.16094  0.154
H18 -7.73956 3.08104 22.81427  0.138
H19 -1.25951 11.33624 10.63878  0.078
H20 -7.39551 5.34314 22.98062  0.092
H21 -1.22335 10.91941 19.61470  0.085
H22 -4.16160 9.77477 13.57910  0.100
H23 -7.01377 5.96621 21.55182  0.072
H24 -1.61163 13.74139 11.90611  0.124
H25 -5.46773 3.00608 15.98855  0.127
H26 -6.31305 1.99835 22.38351  0.142
H27 -1.52483 7.06232 17.42511  0.086
H28 -1.29522 11.70910 21.15041  0.097
H29 -1.66273 8.16062 18.81329  0.060
H30 -5.63452 6.02733 15.43805  0.130

Results
calculated total energy: -9946.44230 Ha
expectation value of S²: 0.758
2S+1: 2
Kohn-Sham gap (spin up / spin down): 7.3883 / 3.1666 eV
LUMO energy (spin up / spin down): -2.8 / -7.0 eV

=====

(3)
Formula: C18H30Cl10F5N2O3S
Source: the OMol25 dataset
Level of theory: ωB97M-V/def2-TZVPD

Each line ends with the Löwdin charge.
Geometry (Å):
Cl1 4.02243 -2.58860 3.35093  0.472
Cl2 -8.07313 -3.08489 -3.36794  0.509
Cl3 7.43698 0.71221 1.41416  0.551
Cl4 4.56290 1.06797 1.85027  0.591
Cl5 3.51968 5.60363 -2.31560  0.525
Cl6 5.72108 3.83105 -1.56482  0.526
Cl7 6.23048 -1.21494 4.70294  0.522
Cl8 -6.07709 -5.23498 -3.38891  0.506
Cl9 -3.36081 5.66285 -0.83600  0.496
Cl10 -1.36317 7.24300 0.62838  0.522
S1 1.56361 0.56923 -1.57614  0.782
F1 -2.25668 -2.51581 2.21139  0.056
F2 3.69317 -0.25746 -2.83334  0.220
F3 3.45880 -1.02948 -0.82151  0.152
F4 0.35121 3.71666 1.46791  -0.040
F5 2.21972 -1.78914 -2.40852  0.162
O1 0.85759 0.85252 -2.78406  -0.226
O2 2.18520 1.64667 -0.87654  -0.243
O3 -4.11671 -1.53638 -3.25062  -0.083
N1 -0.73448 -1.25653 1.04238  0.143
N2 -0.59962 -0.96500 -1.10393  0.200
C1 -0.08916 -2.49574 3.13481  0.024
C2 -2.55062 -2.31175 -0.44158  -0.076
C3 -4.08781 -0.34965 -1.11777  -0.164
C4 1.28394 1.64560 2.02521  -0.155
C5 0.09818 2.35117 1.39927  -0.204
C6 -4.90874 -0.79557 -2.30883  -0.239
C7 4.01244 4.23845 -1.31109  -1.029
C8 -6.50995 -3.63072 -3.99497  -1.022
C9 2.85064 -0.70917 -1.95640  -0.693
C10 5.76978 -2.57367 3.68525  -1.011
C11 5.83283 0.61502 0.69840  -1.007
C12 0.38964 -0.45207 0.83038  -0.115
C13 -1.32155 -1.52988 -0.14050  -0.160
C14 -1.17035 -1.72264 2.37975  -0.285
C15 0.46082 -0.28684 -0.52434  -0.221
C16 -1.65733 5.83025 -0.38376  -1.042
C17 1.32075 0.09071 1.85932  -0.100
C18 -3.82860 -1.50178 -0.12667  -0.147
H1 -1.06842 5.92597 -1.28818  0.025
H2 -3.67825 -0.87874 -3.79542  0.094
H3 -0.04039 2.12844 0.34790  0.099
H4 -0.45438 -3.48835 3.35755  0.101
H5 -4.63687 0.41637 -0.57709  0.122
H6 -0.80953 2.19152 1.98206  0.129
H7 5.65830 -0.40346 0.37495  0.013
H8 0.84016 -2.54506 2.58058  0.071
H9 -1.36066 4.94918 0.17172  -0.010
H10 1.26022 1.86615 3.08790  0.126
H11 2.17765 2.12559 1.64870  0.055
H12 -2.53251 -3.26480 0.07069  0.128
H13 -6.56399 -3.67008 -5.07608  0.031
H14 5.76966 1.29624 -0.14268  -0.015
H15 -3.70188 -1.05850 0.85811  0.104
H16 -2.52944 -2.51371 -1.51011  0.122
H17 -0.80699 -1.02781 -2.08996  0.185
H18 -5.75296 -2.93005 -3.66773  -0.029
H19 3.38670 3.39143 -1.55742  -0.019
H20 -4.66818 -2.18525 -0.10019  0.127
H21 0.13324 -1.96148 4.05196  0.094
H22 6.29833 -2.49952 2.74234  0.021
H23 3.88285 4.50877 -0.26936  0.030
H24 2.32116 -0.18560 1.53745  0.059
H25 -3.14558 0.07316 -1.46087  0.106
H26 -5.75674 -1.39666 -1.99769  0.105
H27 -5.31819 0.08152 -2.81052  0.128
H28 -1.48565 -0.83968 2.92991  0.167
H29 1.19288 -0.34870 2.83626  0.101
H30 6.02507 -3.49560 4.19272  0.029

Results
calculated total energy: -6538.26821 Ha
charge: +1
Kohn-Sham gap: 9.0630 eV
LUMO energy: -3.6 eV